[1]
This record from the Open Molecules 2025 dataset describes C28H56Li6O15P2 as an isolated structure in a non-equilibrium geometry. The level of theory is ωB97M-V/def2-TZVPD.

CARTESIAN COORDINATES (ANGSTROEM)
Li: 26.587 -4.964 -13.318
Li: 29.165 -5.667 -11.631
Li: 31.640 -3.137 -13.686
Li: 29.098 -2.607 -12.099
Li: 31.444 -5.896 -12.688
Li: 28.746 -6.517 -14.929
P: 28.918 -4.378 -13.760
O: 29.760 -5.714 -13.554
O: 27.751 -4.734 -14.735
O: 29.798 -3.130 -13.830
O: 28.127 -4.240 -12.434
P: 31.693 -4.072 -11.109
O: 32.579 -3.879 -9.895
O: 30.587 -2.970 -11.095
O: 30.963 -5.444 -10.852
O: 32.382 -4.240 -12.479
C: 32.229 -3.452 -17.985
C: 33.677 -3.625 -17.469
C: 33.617 -3.216 -15.999
O: 32.280 -3.530 -15.624
C: 31.447 -3.152 -16.704
H: 31.774 -4.316 -18.470
H: 32.189 -2.618 -18.684
H: 34.420 -3.047 -18.022
H: 34.007 -4.660 -17.565
H: 33.818 -2.172 -15.741
H: 34.267 -3.816 -15.360
H: 31.268 -2.066 -16.656
H: 30.473 -3.610 -16.539
C: 29.123 -8.811 -17.675
C: 28.061 -7.930 -18.314
C: 28.288 -6.584 -17.677
O: 29.454 -6.698 -16.808
C: 30.223 -7.815 -17.304
H: 29.548 -9.611 -18.287
H: 28.822 -9.295 -16.744
H: 27.074 -8.339 -18.100
H: 28.158 -7.837 -19.396
H: 27.422 -6.259 -17.091
H: 28.477 -5.714 -18.310
H: 30.775 -8.224 -16.458
H: 30.930 -7.543 -18.088
C: 23.226 -2.999 -14.548
C: 22.587 -4.085 -13.704
C: 23.666 -4.384 -12.630
O: 24.891 -3.792 -13.132
C: 24.697 -3.364 -14.473
H: 23.101 -2.008 -14.113
H: 22.836 -3.033 -15.566
H: 22.375 -5.014 -14.229
H: 21.699 -3.704 -13.203
H: 23.671 -5.467 -12.492
H: 23.483 -3.876 -11.686
H: 24.990 -4.190 -15.142
H: 25.383 -2.552 -14.721
C: 26.942 -1.182 -9.990
C: 28.302 -0.516 -9.813
C: 28.559 0.078 -11.201
O: 28.001 -0.909 -12.073
C: 26.724 -1.221 -11.507
H: 26.149 -0.596 -9.525
H: 27.061 -2.192 -9.595
H: 29.132 -1.175 -9.569
H: 28.219 0.286 -9.075
H: 29.638 0.230 -11.317
H: 28.220 1.106 -11.383
H: 26.465 -2.244 -11.780
H: 25.944 -0.541 -11.860
C: 33.936 -7.389 -13.625
C: 33.826 -7.427 -12.115
C: 32.550 -8.215 -11.878
O: 31.711 -7.985 -13.031
C: 32.552 -7.817 -14.194
H: 34.591 -8.218 -13.916
H: 34.315 -6.480 -14.084
H: 33.703 -6.437 -11.664
H: 34.653 -7.908 -11.597
H: 31.949 -7.972 -11.003
H: 32.724 -9.298 -11.795
H: 32.078 -7.037 -14.793
H: 32.638 -8.777 -14.706
C: 25.316 -1.609 -19.123
C: 25.195 -2.414 -17.835
C: 26.415 -3.337 -17.806
O: 27.130 -3.072 -19.015
C: 26.811 -1.768 -19.450
H: 25.083 -0.549 -18.998
H: 24.703 -1.976 -19.945
H: 24.264 -2.980 -17.884
H: 25.248 -1.787 -16.946
H: 26.140 -4.390 -17.761
H: 27.022 -3.081 -16.934
H: 26.988 -1.667 -20.524
H: 27.412 -0.944 -19.043
C: 31.733 0.992 -13.557
C: 32.609 0.453 -12.467
C: 33.182 -0.783 -13.148
O: 32.100 -1.309 -13.942
C: 31.094 -0.272 -14.141
H: 32.312 1.508 -14.330
H: 31.021 1.757 -13.235
H: 32.071 0.121 -11.574
H: 33.402 1.075 -12.047
H: 33.474 -1.571 -12.452
H: 33.981 -0.528 -13.856
H: 30.279 -0.633 -13.515
H: 30.800 -0.137 -15.178

Its frontier orbital gap is 4.34 eV. Its lowest unoccupied orbital energy is -0.036 Ha. The value obtained for the total energy is -2957.6298 Ha. As for the multiplicity: 1.

[2]
This record from the Open Molecules 2025 dataset describes C43H49BBiN8OS as an isolated structure. The level of theory is ωB97M-V/def2-TZVPD.

CARTESIAN COORDINATES (ANGSTROEM)
Bi: 0.177 -0.066 -0.062
C: 2.043 -4.553 2.705
C: 2.086 -3.518 1.634
C: 3.046 -3.336 0.644
C: 2.611 -2.277 -0.134
N: 1.449 -1.820 0.380
N: 1.122 -2.601 1.458
B: -0.211 -2.400 2.224
N: -0.203 -0.999 2.890
N: 0.009 0.144 2.165
C: 0.053 1.184 3.031
C: -0.142 0.689 4.310
C: -0.289 -0.686 4.189
C: -0.509 -1.692 5.266
C: 0.217 2.597 2.635
C: -0.174 3.588 3.539
C: -0.092 4.930 3.205
C: 0.383 5.312 1.957
C: 0.794 4.337 1.058
C: 0.719 2.995 1.399
N: -1.378 -2.488 1.204
N: -1.409 -1.672 0.105
C: -2.436 -2.071 -0.671
C: -3.081 -3.128 -0.046
C: -2.388 -3.368 1.132
C: -2.629 -4.422 2.158
C: -2.745 -1.472 -1.978
C: -4.057 -1.514 -2.449
C: -4.382 -0.966 -3.680
C: -3.402 -0.359 -4.456
C: -2.088 -0.325 -4.004
C: -1.764 -0.893 -2.780
C: 3.182 -1.764 -1.387
C: 2.364 -1.580 -2.499
C: 2.909 -1.190 -3.713
C: 4.280 -0.997 -3.823
C: 5.103 -1.191 -2.720
C: 4.559 -1.574 -1.506
H: 2.923 -5.186 2.632
H: 2.027 -4.100 3.695
H: 1.159 -5.183 2.609
H: 3.924 -3.937 0.478
H: -0.333 -3.235 3.058
H: -0.157 1.237 5.235
H: -0.620 -1.183 6.221
H: -1.406 -2.282 5.083
H: 0.334 -2.379 5.343
H: -0.568 3.316 4.508
H: -0.397 5.679 3.923
H: 0.456 6.360 1.698
H: 1.207 4.623 0.099
H: 1.127 2.287 0.685
H: -3.924 -3.688 -0.413
H: -3.530 -4.976 1.907
H: -1.798 -5.126 2.197
H: -2.753 -3.992 3.151
H: -4.831 -1.967 -1.843
H: -5.401 -1.022 -4.039
H: -3.653 0.053 -5.424
H: -1.311 0.103 -4.623
H: -0.713 -0.944 -2.505
H: 1.304 -1.814 -2.439
H: 2.272 -1.075 -4.579
H: 4.712 -0.721 -4.776
H: 6.172 -1.052 -2.810
H: 5.202 -1.727 -0.647
C: -3.759 3.900 0.759
C: -2.821 2.675 0.884
N: -2.504 2.115 -0.436
C: -1.864 3.135 -1.273
C: -2.784 4.367 -1.449
N: -4.056 4.086 -0.701
C: -4.726 2.860 -1.254
C: -3.742 1.678 -1.086
H: -3.299 4.821 1.112
H: -4.710 3.765 1.271
H: -3.296 1.897 1.481
H: -1.897 2.968 1.381
H: -1.641 2.690 -2.242
H: -0.924 3.434 -0.811
H: -3.052 4.554 -2.487
H: -2.360 5.276 -1.027
H: -4.687 4.880 -0.811
H: -4.964 3.066 -2.296
H: -5.656 2.726 -0.704
H: -3.496 1.257 -2.057
H: -4.196 0.892 -0.486
C: 3.372 3.017 -2.658
S: 3.246 1.588 -1.614
O: 1.740 1.307 -1.491
C: 3.721 2.243 -0.028
C: 4.090 3.558 0.215
C: 4.382 3.948 1.517
C: 4.293 3.039 2.559
C: 3.933 1.718 2.308
C: 3.661 1.315 1.012
H: 2.705 3.799 -2.300
H: 3.081 2.690 -3.654
H: 4.409 3.349 -2.676
H: 4.176 4.280 -0.584
H: 4.684 4.968 1.713
H: 4.529 3.351 3.568
H: 3.900 1.000 3.117
H: 3.428 0.278 0.797

Its frontier orbital gap is 8.18 eV. Its lowest unoccupied orbital energy is -0.277 Ha. The value obtained for the total energy is -2818.1601 Ha. Its charge is +3. As for the multiplicity: 1.

[3]
This record from the Open Molecules 2025 dataset describes C24H60O12 as an isolated structure in a non-equilibrium geometry. The level of theory is ωB97M-V/def2-TZVPD.

CARTESIAN COORDINATES (ANGSTROEM)
C: -1.517 -5.480 0.702
O: -0.450 -5.955 1.542
C: 0.872 -5.704 1.113
C: 1.154 -4.202 0.844
O: 1.449 -3.545 2.114
C: 0.368 -3.606 3.093
H: -1.338 -5.853 -0.306
H: -1.580 -4.393 0.754
H: -2.407 -5.949 1.121
H: 1.204 -6.287 0.254
H: 1.315 -5.925 2.084
H: 0.419 -3.611 0.297
H: 1.940 -4.081 0.098
H: -0.549 -3.108 2.779
H: 0.829 -3.230 4.006
H: 0.197 -4.603 3.499
C: -1.595 -1.714 -0.941
O: -1.258 -2.432 0.185
C: -0.665 -1.629 1.225
C: 0.736 -1.134 1.043
O: 0.910 -0.187 -0.050
C: 0.878 1.153 0.229
H: -2.147 -2.390 -1.595
H: -0.748 -1.400 -1.551
H: -2.311 -0.895 -0.881
H: -0.786 -2.268 2.101
H: -1.406 -0.852 1.412
H: 1.426 -1.951 0.831
H: 1.053 -0.732 2.006
H: -0.050 1.387 0.750
H: 1.031 1.656 -0.725
H: 1.729 1.441 0.847
C: -8.274 1.513 -1.119
O: -7.146 0.672 -1.199
C: -6.335 0.863 -2.354
C: -5.376 -0.285 -2.398
O: -4.703 -0.513 -1.168
C: -3.677 -1.427 -1.253
H: -8.869 1.367 -2.021
H: -7.969 2.551 -1.254
H: -8.786 1.309 -0.178
H: -5.760 1.784 -2.258
H: -7.045 0.800 -3.179
H: -4.752 -0.136 -3.279
H: -6.129 -1.038 -2.628
H: -3.222 -1.750 -0.317
H: -2.833 -0.989 -1.786
H: -3.983 -2.352 -1.741
C: 3.121 -2.932 1.094
O: 3.445 -2.007 0.132
C: 3.079 -0.605 0.548
C: 3.824 0.454 -0.403
O: 5.262 0.442 -0.103
C: 5.879 1.541 -0.650
H: 2.087 -2.706 1.355
H: 3.842 -2.937 1.912
H: 3.212 -3.906 0.613
H: 3.409 -0.418 1.570
H: 2.055 -0.251 0.663
H: 3.542 1.504 -0.321
H: 3.809 0.400 -1.492
H: 5.666 1.995 -1.618
H: 6.967 1.514 -0.702
H: 5.673 2.333 0.070
C: -2.480 0.365 2.246
O: -1.160 0.705 2.654
C: -0.813 2.014 2.340
C: 0.723 2.281 2.659
O: 1.247 3.486 1.941
C: 2.616 3.807 2.100
H: -2.609 -0.688 2.498
H: -2.626 0.435 1.168
H: -3.326 0.818 2.762
H: -1.502 2.739 2.774
H: -0.944 2.197 1.274
H: 1.191 1.438 2.152
H: 0.898 2.087 3.717
H: 2.796 3.981 3.161
H: 2.803 4.696 1.498
H: 3.261 2.982 1.796
C: 2.677 2.885 0.261
O: 2.469 2.497 -1.068
C: 2.646 3.607 -2.019
C: 1.871 3.333 -3.336
O: 1.372 4.585 -3.814
C: 0.770 4.345 -5.086
H: 1.958 3.594 0.672
H: 3.669 3.337 0.251
H: 2.742 2.094 1.009
H: 3.646 4.040 -2.005
H: 2.120 4.429 -1.532
H: 1.060 2.639 -3.114
H: 2.541 2.821 -4.026
H: 1.274 3.915 -5.951
H: 0.594 5.362 -5.437
H: -0.198 3.861 -4.957

Its frontier orbital gap is 8.00 eV. Its lowest unoccupied orbital energy is 0.016 Ha. The value obtained for the total energy is -1852.0816 Ha. As for the multiplicity: 1.

[4]
This record from the Open Molecules 2025 dataset describes a 2-piece molecular cluster, C3H10NO2 overall in a non-equilibrium geometry. The level of theory is ωB97M-V/def2-TZVPD.

CARTESIAN COORDINATES (ANGSTROEM)
C: -0.734 -0.034 -1.176
O: -1.339 0.925 -0.423
C: 0.124 -1.049 -0.385
C: 1.571 -0.538 -0.260
N: -0.353 -1.281 0.990
H: -0.061 0.402 -1.950
H: -1.547 -0.636 -1.653
H: 0.123 -2.038 -0.852
H: 1.614 0.558 -0.266
H: 2.097 -0.686 0.697
H: 2.194 -1.085 -0.976
H: -0.121 -0.576 1.656
H: -1.374 -1.292 1.004
H: -0.619 3.277 1.456
H: -0.851 1.747 0.618
O: -0.725 2.307 1.522

Its frontier orbital gap is 7.73 eV. Its lowest unoccupied orbital energy is 0.160 Ha. The value obtained for the total energy is -325.5315 Ha. Its charge is -1. As for the multiplicity: 1.

[5]
This record from the Open Molecules 2025 dataset describes C4H16FN8O4Ti as an isolated structure in a non-equilibrium geometry. The level of theory is ωB97M-V/def2-TZVPD.

CARTESIAN COORDINATES (ANGSTROEM)
Ti: 0.019 -0.131 -0.641
F: 2.307 1.483 1.226
C: 2.795 2.394 -4.142
O: 1.669 2.186 -3.757
N: 3.919 2.549 -3.398
N: 3.088 2.265 -5.398
H: 4.712 3.120 -3.654
H: 3.728 2.382 -2.420
H: 4.073 2.044 -5.422
H: 2.400 1.707 -5.884
C: 3.206 -2.598 4.862
O: 3.081 -3.549 5.604
N: 2.400 -2.322 3.825
N: 4.186 -1.699 4.962
H: 2.455 -1.445 3.328
H: 1.809 -3.057 3.463
H: 4.044 -0.837 4.455
H: 4.952 -1.855 5.602
C: -3.137 2.679 1.079
O: -2.900 2.021 0.087
N: -2.284 2.903 1.993
N: -4.216 3.365 1.355
H: -1.319 2.615 1.903
H: -2.688 3.437 2.748
H: -4.710 3.780 0.578
H: -4.556 3.673 2.254
C: -3.084 -3.407 -1.909
O: -1.893 -3.318 -2.024
N: -3.917 -2.458 -2.259
N: -3.763 -4.395 -1.383
H: -4.913 -2.610 -2.342
H: -3.516 -1.595 -2.597
H: -3.183 -5.014 -0.835
H: -4.762 -4.313 -1.260

Its frontier orbital gap (alpha / beta) is 6.78 / 7.18 eV. Its lowest unoccupied orbital energy (alpha / beta) is -0.027 / -0.033 Ha. The value obtained for the total energy is -1850.2418 Ha. As for the multiplicity: 4.

[6]
This record from the Open Molecules 2025 dataset describes one molecule with the formula C4H7F2NS in a non-equilibrium geometry. The level of theory is ωB97M-V/def2-TZVPD.

CARTESIAN COORDINATES (ANGSTROEM)
C: -0.903 0.353 0.011
C: 0.138 0.579 1.133
C: 0.803 -0.778 0.706
C: -0.428 -1.078 -0.142
H: -0.818 0.905 -1.919
H: -0.636 2.172 -0.963
H: -1.945 0.476 0.431
H: 0.717 1.442 1.003
H: -0.375 0.404 2.058
H: 1.089 -1.568 1.364
H: 2.003 -0.042 -1.408
N: -0.448 1.170 -1.031
F: -0.299 -1.511 -1.390
F: -1.277 -1.881 0.396
S: 2.380 -0.642 -0.247

Its frontier orbital gap is 9.89 eV. Its lowest unoccupied orbital energy is 0.033 Ha. The value obtained for the total energy is -809.2455 Ha. As for the multiplicity: 1.